Computed, not measured: a structure of composition C21H40GeNO5Ti in a non-equilibrium geometry, with ωB97M-V with the def2-TZVPD basis set.

```
69
C21H40GeNO5Ti (ωB97M-V with the def2-TZVPD basis set)
Ti -0.08369 -0.08807 0.61835
C -0.36543 -3.49178 1.09882
C -0.88966 -3.21718 -0.29579
C -2.39007 -3.49619 -0.37229
C -0.16160 -4.08603 -1.31290
O -0.70437 -1.80389 -0.58042
Ge 0.39412 -1.16911 -2.08446
O -0.65933 0.32739 -1.81134
C -0.87753 1.33803 -2.80360
C 0.37454 2.20217 -2.92260
C -2.06126 2.17644 -2.33556
C -1.20786 0.68914 -4.14364
O 1.50041 -0.48144 -0.64976
C 2.93130 -0.57298 -0.49391
C 3.58070 -0.68488 -1.86666
C 3.24196 -1.79746 0.35727
C 3.38405 0.70407 0.20387
H -0.45737 -4.55079 1.35066
H 0.68801 -3.21759 1.16547
H -0.93142 -2.92022 1.83512
H -2.60180 -4.54565 -0.16094
H -2.93344 -2.89223 0.35494
H -2.76160 -3.26654 -1.37239
H -0.37265 -5.13492 -1.09692
H -0.48903 -3.88139 -2.33251
H 0.92082 -3.94849 -1.26376
H 0.56790 2.71586 -1.98115
H 1.24191 1.58436 -3.16746
H 0.26458 2.95100 -3.70933
H -1.86160 2.61588 -1.36070
H -2.26070 2.98523 -3.04094
H -2.95705 1.55544 -2.26801
H -0.35408 0.15314 -4.56295
H -2.03640 -0.01220 -4.02996
H -1.50512 1.45168 -4.86634
H 3.32154 -1.62148 -2.36326
H 3.27359 0.14516 -2.50565
H 4.66684 -0.64846 -1.76678
H 2.85855 -2.70076 -0.12276
H 4.31845 -1.91684 0.49359
H 2.77556 -1.69225 1.33857
H 3.24352 1.56516 -0.45234
H 2.81572 0.85530 1.12341
H 4.44262 0.64419 0.46498
O -2.27145 -0.47807 1.10905
C -3.01541 0.74741 1.21889
C -2.14619 1.97642 1.15202
C -2.67398 3.22417 1.34729
C -1.87628 4.36995 1.23231
C -0.52578 4.16268 0.92108
C -0.03928 2.89674 0.74235
N -0.82290 1.77099 0.84852
H -2.25920 -0.78207 0.18125
H -3.53144 0.69769 2.17981
H -3.77261 0.75701 0.42933
H -3.72714 3.31099 1.59080
H -2.28224 5.35907 1.37678
H 0.15997 4.99358 0.81569
H 1.00692 2.72638 0.52017
C 0.77975 1.47177 4.21312
O 1.08227 1.09144 2.88735
C 0.66095 -0.16402 2.41652
C 0.79161 -1.22368 3.49011
H -0.27841 1.30540 4.44267
H 0.98611 2.53912 4.28192
H 1.38900 0.94156 4.95031
H 1.74029 -1.13377 4.03420
H 0.75676 -2.22773 3.07891
H -0.01497 -1.15385 4.23159
```

Output
multiplicity: 2
ΔE to the lowest compared entry with this formula, charge and spin: 98.9 kJ/mol
HOMO-LUMO gap (alpha / beta): 5.34 / 6.31 eV
net charge: 0
HOMO (alpha / beta): -4.77 / -5.73 eV

Results of the natural (NBO) charge analysis, in e, for atoms 1 through 6: atom 1 (Ti): 1.536, atom 2 (C): -0.623, atom 3 (C): 0.275, atom 4 (C): -0.625, atom 5 (C): -0.638, atom 6 (O): -0.992